The molecule CH2N4S. Source: the Open Molecules 2025 dataset; level of theory: ωB97M-V/def2-TZVPD.

Computed properties:
highest occupied orbital energy	-8.399	eV
E_LUMO	-0.04037	hartree
energy relative to the best compared isomer or geometry (same formula, charge and spin)	490.20	kJ/mol

Last column: Mulliken charge in e.
Element x y z (Å)
C -0.267 0.687 0.753  -0.495
N 0.518 -0.409 0.733  -0.556
N 0.517 -1.233 -0.115  0.838
N 0.576 -2.202 -0.726  -0.463
N 0.071 -0.066 -1.674  -0.209
S -0.468 1.181 -1.227  0.188
H -1.300 0.508 0.953  0.365
H 0.353 1.533 1.303  0.331

A cluster of 2 separate species, C3H4INO in total. Source: the Open Molecules 2025 dataset; level of theory: ωB97M-V/def2-TZVPD.

Computed properties:
SMILES	N=C=O.C=CI
highest occupied orbital energy	-9.482	eV
E_LUMO	0.01739	hartree
energy relative to the best compared isomer or geometry (same formula, charge and spin)	75.67	kJ/mol

Last column: Mulliken charge in e.
Element x y z (Å)
C 2.148 1.232 -0.517  0.505
C -0.968 -1.691 0.593  -0.541
C -1.164 -0.422 0.287  -0.309
N 1.099 1.664 -0.165  -0.481
O 3.159 0.746 -0.746  -0.381
I -2.695 0.505 -0.841  0.051
H -0.017 -1.728 1.212  0.212
H -1.418 -2.543 0.126  0.326
H -0.371 0.368 0.644  0.316
H 0.228 1.869 -0.592  0.301

The molecule C22H27NO4. Source: the Open Molecules 2025 dataset; level of theory: ωB97M-V/def2-TZVPD.

Computed properties:
SMILES	CCOC(=O)C1(CCc2ccccc2)CCN(C(=O)c2occc2C)CC1
highest occupied orbital energy	-8.724	eV
E_LUMO	0.02553	hartree
energy relative to the best compared isomer or geometry (same formula, charge and spin)	66.09	kJ/mol

Last column: Mulliken charge in e.
Element x y z (Å)
C -5.053 -1.906 1.977  -1.180
C -4.732 -1.593 0.527  -0.303
H -5.195 -0.654 0.206  0.332
H -5.082 -2.392 -0.136  0.291
O -3.314 -1.478 0.389  -0.219
C -2.858 -0.775 -0.649  -0.594
O -3.575 -0.262 -1.469  -0.637
C -1.329 -0.743 -0.667  2.954
C -0.837 0.158 -1.814  -0.277
H -1.650 0.312 -2.525  0.276
H -0.549 1.129 -1.417  -0.061
C 0.365 -0.458 -2.534  -1.509
N 1.239 -1.104 -1.578  0.177
C 2.354 -0.446 -1.176  0.313
O 2.641 0.658 -1.618  -0.710
C 3.244 -1.107 -0.204  0.705
C 4.170 -0.521 0.631  0.974
C 4.811 -1.593 1.304  -0.750
C 4.251 -2.736 0.826  -0.643
O 3.303 -2.461 -0.080  -0.386
H 4.435 -3.770 1.041  0.464
H 5.588 -1.512 2.036  0.506
C 4.443 0.927 0.819  -1.311
H 3.871 1.504 0.099  0.208
H 5.503 1.127 0.675  0.424
H 4.177 1.234 1.831  0.297
C 0.668 -2.280 -0.961  -0.812
C -0.863 -2.187 -0.937  -1.911
H -1.278 -2.512 -1.893  0.474
H -1.247 -2.854 -0.164  0.380
H 1.040 -2.376 0.059  0.551
H 0.972 -3.179 -1.514  0.315
H 0.939 0.321 -3.037  0.635
H 0.053 -1.202 -3.271  0.360
C -0.825 -0.287 0.716  -1.067
H 0.262 -0.215 0.692  0.315
H -1.103 -1.056 1.440  0.473
C -1.394 1.060 1.192  -0.900
C -0.652 2.255 0.657  0.083
C -1.293 3.203 -0.131  -0.125
C -0.603 4.298 -0.620  -0.715
C 0.739 4.461 -0.325  -0.535
C 1.385 3.529 0.469  -0.620
C 0.693 2.437 0.959  0.157
H 1.204 1.718 1.583  0.338
H 2.431 3.654 0.706  0.401
H 1.280 5.312 -0.711  0.397
H -1.115 5.023 -1.236  0.390
H -2.339 3.073 -0.374  0.363
H -2.449 1.133 0.924  0.379
H -1.329 1.082 2.285  0.340
H -4.699 -1.105 2.622  0.284
H -6.127 -2.011 2.099  0.416
H -4.569 -2.832 2.276  0.295

A cluster of 2 separate species, C3H12NO2 in total. Source: the Open Molecules 2025 dataset; level of theory: ωB97M-V/def2-TZVPD.

Computed properties:
highest occupied orbital energy	-14.790	eV
E_LUMO	-0.11750	hartree
charge	+1
energy relative to the best compared isomer or geometry (same formula, charge and spin)	82.51	kJ/mol

Last column: Mulliken charge in e.
Element x y z (Å)
C 1.135 -0.269 -0.259  -0.751
O 1.578 1.050 -0.115  -0.499
C 0.170 -0.574 0.892  0.003
C -0.501 -1.989 0.799  -1.138
N -0.886 0.513 0.819  -0.350
H 1.924 -1.020 -0.165  0.442
H 0.558 -0.525 -1.158  0.407
H 2.416 1.086 -0.603  0.338
H 0.590 -0.443 1.886  0.425
H 0.151 -2.593 0.185  0.333
H -0.574 -2.332 1.822  0.363
H -1.466 -1.868 0.293  0.368
H -0.723 1.526 0.903  0.338
H -1.540 0.319 1.582  0.368
H -1.333 0.493 -0.108  0.323
H -1.197 2.112 -2.506  0.290
H 0.130 2.612 -2.301  0.285
O -0.431 1.904 -1.967  -0.545

A structure of composition C34H39BN3O6PRu. Source: the Open Molecules 2025 dataset; level of theory: ωB97M-V/def2-TZVPD.

Computed properties:
highest occupied orbital energy (spin up / spin down)	-8.449 / -10.508	eV
E_LUMO (spin up / spin down)	-0.10401 / -0.16554	hartree
2S+1	6
charge	+1
energy relative to the best compared isomer or geometry (same formula, charge and spin)	0.00	kJ/mol

Last column: Mulliken spin population.
Element x y z (Å)
Ru -0.988 0.337 0.261  2.997
C 0.143 4.706 0.157  -0.024
C -0.579 3.506 0.039  0.038
N -0.003 2.322 -0.005  0.036
C 1.349 2.249 0.095  -0.036
C 2.151 3.393 0.232  -0.051
C 1.505 4.649 0.250  0.026
C 3.554 3.241 0.367  0.151
C 4.105 1.990 0.390  -0.058
C 3.306 0.840 0.264  0.228
C 1.934 0.947 0.090  0.029
N 1.066 -0.125 0.041  0.394
C 1.603 -1.347 -0.305  0.022
C 2.553 -1.458 -1.349  0.221
C 3.174 -2.661 -1.606  -0.075
C 2.926 -3.752 -0.789  0.222
C 1.984 -3.687 0.256  -0.141
C 1.791 -4.752 1.167  0.455
C 0.904 -4.571 2.237  -0.102
C 0.137 -3.453 2.320  0.317
N 0.205 -2.431 1.360  0.218
C 1.239 -2.493 0.422  0.105
H -0.392 5.644 0.172  -0.001
H -1.656 3.527 -0.035  -0.007
H 2.098 5.550 0.348  0.001
H 4.169 4.126 0.470  0.004
H 5.171 1.867 0.523  0.000
H 3.775 -0.131 0.335  0.014
H 2.754 -0.585 -1.956  0.012
H 3.871 -2.751 -2.429  0.001
H 3.453 -4.684 -0.946  0.003
H 2.367 -5.660 1.063  0.018
H 0.800 -5.328 3.003  -0.001
H -0.610 -3.301 3.086  0.044
C -4.241 1.267 2.165  0.006
O -4.073 1.806 0.842  0.010
P -3.217 1.026 -0.250  -0.093
O -4.304 0.016 -0.857  0.024
C -3.991 -0.600 -2.118  0.035
O -3.068 2.161 -1.376  0.016
C -4.232 2.857 -1.876  -0.003
H -5.083 0.578 2.174  0.000
H -4.439 2.109 2.822  0.000
H -3.329 0.755 2.482  -0.002
H -4.746 -1.360 -2.285  0.000
H -3.003 -1.067 -2.082  -0.006
H -4.019 0.144 -2.915  0.010
H -3.940 3.297 -2.824  0.000
H -4.524 3.631 -1.169  0.001
H -5.062 2.167 -2.023  -0.001
C -7.805 -4.092 0.109  0.000
C -6.476 -4.143 -0.645  0.000
C -6.091 -5.613 -0.849  0.000
C -6.684 -3.479 -2.012  0.000
C -5.349 -3.424 0.101  0.003
C -5.538 -2.842 1.354  0.003
C -4.507 -2.214 2.053  0.041
C -3.276 -2.183 1.449  0.006
O -2.096 -1.666 1.934  0.174
B -1.124 -1.938 0.926  -0.325
O -1.760 -2.571 -0.182  0.051
C -3.069 -2.736 0.194  -0.083
C -4.080 -3.364 -0.492  0.053
H -8.574 -4.598 -0.476  0.000
H -8.139 -3.067 0.277  0.000
H -7.744 -4.598 1.075  0.000
H -6.882 -6.141 -1.386  0.000
H -5.937 -6.112 0.109  0.000
H -5.173 -5.712 -1.431  0.000
H -7.488 -3.980 -2.555  0.000
H -5.788 -3.536 -2.634  0.000
H -6.962 -2.429 -1.897  0.000
H -6.509 -2.895 1.824  0.000
H -4.664 -1.805 3.043  0.002
H -3.884 -3.817 -1.456  -0.001
C 1.749 0.931 3.821  0.000
C 0.366 0.459 3.480  -0.002
C -0.275 -0.526 4.404  0.001
O -0.193 0.877 2.480  0.012
H 1.817 1.245 4.862  0.000
H 2.046 1.736 3.153  0.003
H 2.433 0.085 3.705  0.001
H -0.540 0.000 5.326  0.000
H 0.434 -1.307 4.686  -0.001
H -1.163 -0.955 3.951  0.000

A cluster of 2 separate species, C4H8N3 in total. Source: the Open Molecules 2025 dataset; level of theory: ωB97M-V/def2-TZVPD.

Computed properties:
highest occupied orbital energy	-14.346	eV
E_LUMO	-0.14646	hartree
charge	+1
energy relative to the best compared isomer or geometry (same formula, charge and spin)	432.06	kJ/mol

Last column: Mulliken charge in e.
Element x y z (Å)
C 1.457 -1.510 -1.089  -0.305
C 1.784 -0.929 -0.092  -0.441
C -1.624 -0.619 0.487  -0.080
C 0.039 0.942 -0.059  -0.180
N -1.528 -1.178 -0.594  -0.422
N -0.871 0.537 0.749  -0.096
N 0.729 2.017 0.089  -0.342
H 1.011 -2.067 -1.812  0.429
H 2.032 -0.442 0.829  0.492
H -2.380 -0.791 1.307  0.325
H -0.010 0.473 -1.128  0.476
H -1.990 -2.084 -0.699  0.273
H -0.966 0.918 1.676  0.240
H 0.945 2.539 1.042  0.318
H 1.370 2.196 -0.705  0.313

> Among the records above, which one has the lowest energy relative to the best compared isomer or geometry (same formula, charge and spin)?

C34H39BN3O6PRu